Entry 1:
# C3H7NO2

A molecular structure, C3H7NO2 (wB97M-V/def2-TZVPD, the Open Molecules 2025 dataset).

Gap between HOMO and LUMO, eV: 10.74
LUMO energy, eV: 0.834
ΔE to the lowest compared entry with this formula, charge and spin, kcal per mole: 54.0

Geometry as XYZ:
```
13
Properties=species:S:1:pos:R:3:forces:R:3
O 0.505830 1.080818 -0.492860 0.46 2.63 -0.10
O 0.689329 -0.493946 1.104417 -1.24 0.87 -1.40
N -0.980839 -0.523562 -0.478816 0.74 -1.77 1.42
C -1.271367 -1.931700 -0.137594 -0.56 -1.01 0.67
C 0.098345 -0.000618 0.128432 1.54 -1.51 2.39
C 1.386342 1.992729 0.211856 1.12 1.63 0.70
H -1.169553 -0.169357 -1.374828 -0.35 0.28 -1.12
H -1.672380 -2.434659 -1.100853 0.94 0.50 1.74
H 0.793220 2.854140 1.051235 1.67 -3.17 -2.56
H -0.312832 -2.510643 0.427511 -2.74 1.81 -1.94
H 2.250720 1.343011 0.714537 -2.08 1.75 -0.79
H 1.834109 2.656101 -0.650601 -0.86 -1.33 1.87
H -2.150923 -1.862314 0.597563 1.36 -0.69 -0.88
```
Forces are in eV/Å.

Results of the Mulliken charge analysis, in e, for atoms 1 through 2:
1 O -0.345
2 O -0.645

Entry 2:
# C3H7NO2

2 unconnected molecules or ions with the total composition C3H7NO2 (wB97M-V/def2-TZVPD, the Open Molecules 2025 dataset).

SMILES string: C=CO.NC=O
Gap between HOMO and LUMO, eV: 10.16
LUMO energy, eV: 0.489
ΔE to the lowest compared entry with this formula, charge and spin, kcal per mole: 56.5

Geometry as XYZ:
```
13
Properties=species:S:1:pos:R:3:forces:R:3
O -1.218524 -0.570699 2.659579 0.35 -1.80 -0.54
O 1.103933 -0.077476 -1.663859 -0.59 2.26 0.56
N -0.020499 -1.258702 0.837166 1.75 1.63 1.78
C 0.667915 1.263571 -2.041150 -0.04 -1.74 2.08
C -0.971990 -1.405226 1.791379 -0.32 2.18 -0.12
C 0.271601 2.243526 -1.197171 0.54 -0.32 -5.97
H 0.758423 -0.554850 0.812983 -1.66 -0.93 0.20
H -1.564806 -2.301583 1.509412 -0.24 0.17 0.79
H 0.410222 2.143876 -0.211731 0.05 -0.01 3.63
H -0.017616 3.187692 -1.758668 0.32 -1.23 1.33
H 1.219575 -0.632601 -2.438833 -0.03 0.36 -0.21
H -0.195120 -1.746585 0.027847 0.09 -1.24 -2.06
H 0.644385 1.289144 -3.085264 -0.23 0.65 -1.45
```
Forces are in eV/Å.

Results of the Mulliken charge analysis, in e, for atoms 1 through 2:
1 O -0.569
2 O -0.499

Entry 3:
# C3H7NO2

A single C3H7NO2 molecule (wB97M-V/def2-TZVPD, the Open Molecules 2025 dataset).

Gap between HOMO and LUMO, eV: 8.69
LUMO energy, eV: 0.835
ΔE to the lowest compared entry with this formula, charge and spin, kcal per mole: 91.0

Geometry as XYZ:
```
13
Properties=species:S:1:pos:R:3:forces:R:3
O -0.087352 -0.006314 -1.432161 0.01 -0.12 0.12
O 0.942190 -0.346777 0.553789 -0.29 -0.07 -0.13
N -1.918163 0.448116 -0.014801 -0.25 0.32 0.12
C -0.132756 -0.415796 -0.190389 0.23 -0.09 0.05
C 2.020812 0.470002 0.064039 0.22 0.12 -0.06
C -1.406699 -0.867713 0.372219 0.18 -0.18 0.01
H 2.432645 0.047654 -0.853866 -0.06 0.06 0.14
H -1.883222 -1.704913 -0.152541 0.06 0.12 0.05
H 1.661888 1.484025 -0.124087 0.04 -0.13 0.03
H -1.333173 -1.079028 1.443378 0.00 0.05 -0.17
H -1.979494 1.073119 0.782783 -0.04 -0.09 -0.10
H 2.764373 0.462747 0.859621 -0.09 0.02 -0.12
H -1.081054 0.434879 -1.307990 -0.01 0.00 0.06
```
Forces are in eV/Å.

Results of the Mulliken charge analysis, in e, for atoms 1 through 2:
1 O -0.554
2 O -0.291

Entry 4:
# C3H7NO2

2 unconnected molecules or ions with the total composition C3H7NO2 (wB97M-V/def2-TZVPD, the Open Molecules 2025 dataset).

SMILES string: C=CO.NC=O
Gap between HOMO and LUMO, eV: 9.82
LUMO energy, eV: 0.562
ΔE to the lowest compared entry with this formula, charge and spin, kcal per mole: 47.9

Geometry as XYZ:
```
13
Properties=species:S:1:pos:R:3:forces:R:3
O 3.690887 -0.695984 -0.135461 -0.79 0.23 -0.33
O -0.992169 0.769745 0.083916 0.81 -0.35 0.61
N 2.006567 0.882216 -0.215907 1.29 0.64 -0.44
C -1.723226 -0.377288 0.005687 -0.53 -0.71 0.00
C -3.039856 -0.397642 -0.203992 0.33 -0.13 -0.21
C 2.543898 -0.354123 0.041868 0.32 -0.20 0.74
H -3.544109 -1.362374 -0.294218 0.18 0.42 0.06
H 2.720338 1.557515 -0.484679 -0.15 -0.15 -0.12
H -3.615912 0.519158 -0.365305 0.28 -0.36 0.17
H 1.777929 -1.017126 0.476440 0.09 -0.33 0.02
H -0.139073 0.483220 0.469543 -0.88 0.52 -0.59
H -1.112129 -1.294173 0.127855 -0.64 0.46 -0.10
H 1.426860 1.286852 0.494251 -0.32 -0.02 0.19
```
Forces are in eV/Å.

Results of the Mulliken charge analysis, in e, for atoms 1 through 2:
1 O -0.496
2 O -0.437

| no. | F_max (hartree/bohr) |
| --- | --- |
| 1 | 0.0856 |
| 2 | 0.1168 |
| 3 | 0.0083 |
| 4 | 0.0292 |